Molecular formula: C36H79BN4O4
Method: DFT, the ωB97M-V functional and the def2-TZVPD basis

Energy, hartree: -1963.929494
M, g/mol: 642.86
Spin multiplicity: 1
Structure (SMILES): CCCCCCCC1=C(B(C)O)C(=O)OC1=O.CCN(CC)CC.CCN(CC)CC.CCN(CC)CC.CCN(CC)CC
Lowest unoccupied orbital energy, eV: -0.68
Net charge: 0

XYZ file:
```
124
Properties=species:S:1:pos:R:3:mulliken_charge:R:1
C 1.0798 -5.9816 -0.0042 -0.92
C -0.1690 -5.4109 -0.6968 0.02
C -0.3652 -5.8307 -2.1640 -0.81
C 0.1512 -4.8452 -3.2297 -0.45
C 1.4668 -4.1255 -2.8931 -0.61
C 1.2713 -2.6370 -2.5905 -0.05
C 2.5300 -2.0213 -1.9557 -1.35
C 2.5858 -2.2208 -0.4771 0.83
C 1.8514 -1.7136 0.5212 0.60
B 0.7177 -0.6206 0.5327 0.82
C -0.1548 -0.2003 -0.7026 -0.40
O 0.5688 0.0127 1.7246 -0.57
C 2.3680 -2.3498 1.7795 0.03
O 1.9058 -2.3977 2.8660 -0.51
O 3.5587 -3.0219 1.4765 -0.34
C 3.6214 -3.1318 0.1168 -0.11
O 4.3783 -3.8553 -0.4426 -0.53
H 1.9194 -5.2849 -0.0154 0.06
H 1.4258 -6.8800 -0.5200 0.30
H 0.8781 -6.2341 1.0366 0.33
H -1.0431 -5.7511 -0.1371 0.46
H -0.1730 -4.3185 -0.6204 -0.16
H -1.4386 -5.9485 -2.3373 0.36
H 0.0657 -6.8231 -2.3282 0.33
H -0.6287 -4.0912 -3.3863 0.39
H 0.2413 -5.3737 -4.1815 -0.07
H 1.9628 -4.5997 -2.0431 0.17
H 2.1601 -4.2068 -3.7354 0.50
H 1.0425 -2.1123 -3.5213 0.37
H 0.4155 -2.5283 -1.9216 -0.05
H 3.4014 -2.5217 -2.3863 0.40
H 2.6396 -0.9605 -2.1911 0.47
H 0.4333 0.0517 -1.5888 0.32
H -0.8692 -0.9754 -0.9939 0.37
H -0.7461 0.6851 -0.4505 -0.45
H -0.1944 0.6039 1.7455 0.24
C -1.3647 3.9504 3.2856 -1.20
C -1.7721 4.0062 1.8230 -0.50
N -2.4456 2.7981 1.3747 0.66
C -2.6009 2.7309 -0.0684 -0.70
C -3.5255 3.7343 -0.7656 -1.35
C -3.5974 2.3819 2.1621 -0.57
C -4.7581 3.3738 2.3083 -1.13
H -0.7455 3.0728 3.4826 0.09
H -0.7905 4.8396 3.5487 0.56
H -2.2301 3.9143 3.9490 0.28
H -0.8735 4.1060 1.2083 0.42
H -2.3630 4.9206 1.6550 0.16
H -2.9294 1.7161 -0.3135 0.48
H -1.5958 2.8308 -0.4921 0.24
H -4.5777 3.4952 -0.6155 0.27
H -3.3376 3.7154 -1.8405 0.45
H -3.3531 4.7545 -0.4202 0.26
H -3.2425 2.1189 3.1611 0.20
H -3.9655 1.4477 1.7299 0.42
H -4.4012 4.3845 2.5126 0.25
H -5.3920 3.0752 3.1453 0.42
H -5.3874 3.4111 1.4202 0.30
C 3.0811 -4.4731 -7.6129 -1.46
C 2.3306 -5.7936 -7.6906 -0.38
N 0.9048 -5.6286 -7.9176 0.19
C 0.1478 -6.8548 -7.7296 -0.63
C 0.4107 -8.0238 -8.6874 -1.08
C 0.5337 -4.8298 -9.0747 -0.71
C 1.0241 -5.2887 -10.4547 -0.99
H 2.6482 -3.8276 -6.8467 0.29
H 4.1252 -4.6584 -7.3577 0.43
H 3.0692 -3.9354 -8.5613 0.36
H 2.4395 -6.3144 -6.7347 0.46
H 2.8176 -6.4323 -8.4448 0.23
H -0.9158 -6.6022 -7.7577 0.44
H 0.3422 -7.1995 -6.7087 0.27
H -0.0345 -7.8606 -9.6679 0.23
H -0.0294 -8.9358 -8.2796 0.43
H 1.4772 -8.2075 -8.8217 0.28
H 0.8923 -3.8121 -8.9067 0.40
H -0.5566 -4.7544 -9.0792 0.37
H 2.0697 -5.5999 -10.4280 0.25
H 0.9462 -4.4634 -11.1649 0.37
H 0.4366 -6.1149 -10.8519 0.27
C 5.7789 5.8478 1.7046 -1.44
C 4.5998 4.9091 1.5021 -0.27
N 3.3125 5.5534 1.7040 0.13
C 2.2068 4.6166 1.7810 -0.71
C 1.8633 3.7955 0.5317 -0.72
C 3.0753 6.7527 0.9173 -0.66
C 3.1466 6.6349 -0.6114 -1.00
H 5.7403 6.3090 2.6923 0.34
H 6.7112 5.2880 1.6221 0.44
H 5.8089 6.6400 0.9560 0.30
H 4.6656 4.0998 2.2347 0.44
H 4.6930 4.4339 0.5121 0.24
H 1.3194 5.1736 2.0966 0.22
H 2.4291 3.9229 2.5978 0.34
H 1.3510 4.3926 -0.2232 0.16
H 1.1957 2.9750 0.8079 0.18
H 2.7490 3.3533 0.0739 0.42
H 3.7937 7.5105 1.2367 0.41
H 2.0962 7.1423 1.2083 0.33
H 4.0031 6.0388 -0.9302 0.24
H 3.2562 7.6275 -1.0521 0.37
H 2.2483 6.1885 -1.0361 0.29
C -5.3872 4.0760 7.9235 -1.53
C -4.2072 3.4501 7.1967 -0.10
N -3.1264 3.0590 8.0856 0.09
C -1.9030 2.7162 7.3818 -0.76
C -1.9172 1.4867 6.4661 -0.89
C -3.4971 2.1808 9.1835 -0.75
C -4.1439 0.8328 8.8372 -0.94
H -5.0644 4.9297 8.5208 0.34
H -6.1239 4.4223 7.1972 0.44
H -5.8892 3.3661 8.5814 0.32
H -3.7925 4.1868 6.5019 0.28
H -4.5776 2.6179 6.5752 0.23
H -1.1074 2.6023 8.1232 0.36
H -1.6277 3.5894 6.7811 0.39
H -1.8845 0.5518 7.0239 0.31
H -1.0384 1.5062 5.8181 0.38
H -2.7981 1.4739 5.8219 0.17
H -4.1775 2.7304 9.8375 0.41
H -2.5970 2.0117 9.7798 0.37
H -4.9006 0.9367 8.0577 0.23
H -4.6382 0.4245 9.7206 0.38
H -3.4150 0.0960 8.5030 0.28
```

---

Molecular formula: C36H80F5I2N2O13
Method: DFT, the ωB97M-V functional and the def2-TZVPD basis

Energy, hartree: -3602.033520
M, g/mol: 1097.84
Spin multiplicity: 1
Lowest unoccupied orbital energy, eV: 1.72
Net charge: -1

XYZ file:
```
138
Properties=species:S:1:pos:R:3:mulliken_charge:R:1
C 5.8397 -2.4009 1.3728 -1.10
C 5.0100 -1.5652 0.3739 0.46
O 5.1648 -0.3572 0.4610 -0.45
N 4.1970 -2.0665 -0.6737 0.77
C 4.4898 -1.5666 -2.0050 -0.89
C 2.8744 -2.5660 -0.3768 0.10
C 2.6743 -3.8298 -1.3331 -0.68
C 1.5214 -4.7907 -0.9331 -0.12
O 1.7570 -5.9677 -1.0282 -0.51
I -0.4469 -4.2396 -0.2360 0.02
C 2.7991 -3.3098 1.0394 0.27
O 3.5814 -4.2475 1.2733 -0.75
O 1.8915 -3.0139 1.8877 -0.76
N 1.7225 -1.6437 -0.4044 -0.47
I 0.8593 -1.2899 -2.2441 0.20
C 1.8773 -0.3904 0.2379 1.23
F 2.4879 -0.3980 1.4215 -0.18
F 2.5775 0.5130 -0.5617 -0.34
C 0.4879 0.3546 0.5085 0.21
F 0.2331 1.3312 -0.3562 -0.17
F -0.5314 -0.5085 0.6305 -0.19
F 0.5445 0.9682 1.7122 -0.31
H 5.8171 -3.4859 1.1858 0.32
H 5.3788 -2.2348 2.3843 0.06
H 6.8721 -2.0009 1.4247 0.43
H 5.5425 -1.2081 -1.9942 0.36
H 3.8849 -0.7074 -2.3515 0.26
H 4.4748 -2.3538 -2.7921 0.26
H 2.6938 -3.5726 -2.4050 0.56
H 3.6009 -4.4116 -1.1513 0.40
C 5.9797 2.1117 3.5027 -0.81
C 7.2243 2.8287 3.0085 0.21
C 6.8538 3.9968 2.1082 -1.00
O 8.0511 1.9139 2.2918 -0.60
H 5.4078 1.7081 2.6622 0.11
H 6.2460 1.2653 4.1369 0.12
H 5.3352 2.7864 4.0716 0.45
H 7.8083 3.1868 3.8599 0.35
H 6.3090 3.6480 1.2282 0.14
H 7.7513 4.5030 1.7454 0.32
H 6.2326 4.7240 2.6380 0.35
H 7.5449 1.5883 1.5378 0.36
C 1.3336 -8.4357 0.6007 -1.12
C 0.3665 -9.5928 0.7949 0.40
C 1.0879 -10.8428 1.2784 -1.29
O -0.3008 -9.8750 -0.4372 -0.55
H 2.0854 -8.6848 -0.1542 0.25
H 0.8274 -7.5561 0.2419 0.26
H 1.8452 -8.1873 1.5329 0.40
H -0.4023 -9.3113 1.5171 0.30
H 1.8324 -11.1679 0.5454 0.32
H 0.3836 -11.6684 1.4050 0.33
H 1.5919 -10.6646 2.2303 0.34
H 0.3688 -10.1236 -1.0823 0.35
C -2.9218 2.2612 -0.6742 -0.78
C -4.0084 1.3126 -1.1506 0.63
C -5.1211 1.1843 -0.1221 -1.23
O -3.4428 0.0226 -1.4050 -0.51
H -2.4620 1.8937 0.2479 0.12
H -2.1259 2.3362 -1.4165 0.31
H -3.3220 3.2592 -0.4906 -0.03
H -4.4218 1.6736 -2.0950 0.31
H -4.7345 0.7811 0.8187 0.22
H -5.8892 0.4929 -0.4740 0.31
H -5.5872 2.1516 0.0788 0.36
H -3.0736 -0.3071 -0.5779 0.30
C -2.5999 6.4083 0.3682 -1.23
C -3.5882 6.6268 -0.7676 0.33
C -4.6567 7.6389 -0.3828 -1.27
O -4.2040 5.3868 -1.1102 -0.50
H -3.1079 6.0155 1.2538 0.31
H -1.8448 5.6739 0.0827 0.29
H -2.0970 7.3386 0.6396 0.43
H -3.0563 6.9745 -1.6551 0.29
H -5.2318 7.2865 0.4784 0.33
H -5.3640 7.7791 -1.2023 0.31
H -4.2147 8.6058 -0.1338 0.38
H -4.6784 5.0670 -0.3349 0.32
C -1.4674 1.3126 4.9986 -0.98
C -2.4532 0.1716 5.1947 0.32
C -1.7548 -1.0811 5.7018 -1.09
O -3.1068 -0.1130 3.9584 -0.52
H -0.7105 1.0450 4.2562 0.10
H -1.9795 2.2017 4.6251 0.30
H -0.9635 1.5669 5.9337 0.40
H -3.2274 0.4729 5.9038 0.26
H -1.0060 -1.4255 4.9832 0.21
H -2.4719 -1.8941 5.8286 0.32
H -1.2606 -0.8986 6.6585 0.36
H -2.4320 -0.3812 3.3237 0.33
C 3.7342 5.7863 0.3010 -1.10
C 4.8608 5.7410 -0.7206 0.43
C 4.3555 6.0819 -2.1145 -1.36
O 5.4467 4.4420 -0.7282 -0.47
H 2.9582 5.0560 0.0549 0.27
H 4.1078 5.5310 1.2940 0.23
H 3.2781 6.7779 0.3435 0.39
H 5.6460 6.4432 -0.4329 0.28
H 3.5995 5.3614 -2.4392 0.33
H 5.1708 6.0365 -2.8388 0.32
H 3.9178 7.0822 -2.1433 0.39
H 4.7638 3.8092 -0.9804 0.29
C -4.8551 -1.3908 -5.2478 -1.38
C -5.7636 -0.2558 -4.8019 0.67
C -5.2441 1.0911 -5.2829 -1.40
O -5.8562 -0.2494 -3.3799 -0.48
H -3.8510 -1.2688 -4.8319 0.31
H -5.2346 -2.3484 -4.8873 0.34
H -4.7795 -1.4321 -6.3366 0.40
H -6.7711 -0.4199 -5.1891 0.18
H -4.2522 1.2939 -4.8678 0.39
H -5.9003 1.8973 -4.9472 0.30
H -5.1800 1.1238 -6.3724 0.42
H -4.9686 -0.1054 -3.0265 0.27
C 4.6364 -3.0356 7.0536 -1.27
C 5.5313 -2.0964 6.2586 0.33
C 5.1572 -0.6428 6.4898 -1.03
O 5.4252 -2.3752 4.8681 -0.42
H 3.5910 -2.9196 6.7550 0.31
H 4.9082 -4.0752 6.8632 0.33
H 4.7158 -2.8441 8.1265 0.38
H 6.5734 -2.2626 6.5395 0.30
H 4.1303 -0.4500 6.1664 0.33
H 5.8056 0.0037 5.8979 0.07
H 5.2481 -0.3662 7.5430 0.43
H 4.5077 -2.2290 4.6051 0.25
C -10.1045 1.1621 -8.5933 -1.27
C -9.2443 -0.0393 -8.2313 0.33
C -10.0375 -1.0686 -7.4406 -1.26
O -8.1208 0.3899 -7.4655 -0.46
H -10.4691 1.6632 -7.6919 0.33
H -9.5210 1.8960 -9.1518 0.32
H -10.9639 0.8658 -9.1982 0.38
H -8.8533 -0.4977 -9.1415 0.26
H -10.3997 -0.6405 -6.5014 0.32
H -9.4065 -1.9198 -7.1799 0.31
H -10.8949 -1.4312 -8.0112 0.41
H -8.4505 0.7976 -6.6570 0.32
```